(1)
Here is the molecule C5H11NO in a non-equilibrium geometry from the OMol25 dataset. Energies are from the ωB97M-V functional and the def2-TZVPD basis.

Each atom is followed by the atoms it is bonded to, with distances in Å.
CARTESIAN COORDINATES (ANGSTROEM)
1 C -0.98993 -1.34982 1.03720  C2 1.493, H8 1.102, H9 1.094, H10 1.097
2 C 0.13209 -0.42924 0.68550  C1 1.493, C3 1.559, N5 1.471, H11 1.095
3 C 0.71101 -1.00163 -0.64360  C2 1.559, O4 1.192, H12 1.116
4 O 1.82544 -1.37863 -0.83371  C3 1.192
5 N -0.29401 0.93554 0.33871  C2 1.471, C6 1.434, C7 1.452
6 C -1.61493 1.25121 -0.12091  N5 1.434, H13 1.108, H14 1.102, H15 1.099
7 C 0.71839 1.66985 -0.39914  N5 1.452, H16 1.098, H17 1.092, H18 1.100
8 H -0.77999 -2.12776 1.78830  C1 1.102
9 H -1.34941 -1.93422 0.18475  C1 1.094
10 H -1.88158 -0.89457 1.48526  C1 1.097
11 H 0.92778 -0.34572 1.43270  C2 1.095
12 H -0.04363 -0.82268 -1.44658  C3 1.116
13 H -1.79465 0.90426 -1.15729  C6 1.108
14 H -2.53627 1.08469 0.46074  C6 1.102
15 H -1.75294 2.34058 -0.16479  C6 1.099
16 H 1.64819 1.47740 0.15128  C7 1.098
17 H 0.62793 2.75378 -0.29793  C7 1.092
18 H 0.96820 1.44663 -1.44738  C7 1.100

Relative energy (zero: lowest compared OMol25 entry of this formula, charge and spin) in eV: 2.360
HOMO energy in Eh: -0.309
LUMO energy in eV: 0.946
Energy in eV: -8899.3369

---

(2)
Here is the ion C9H15N4O2 with charge +1 in a non-equilibrium geometry from the OMol25 dataset. Energies are from the ωB97M-V functional and the def2-TZVPD basis.

Each atom is followed by the atoms it is bonded to, with distances in Å.
CARTESIAN COORDINATES (ANGSTROEM)
1 C 4.44449 -0.69261 0.20189  C2 1.511, H16 1.123, H17 1.162, H18 1.115
2 C 3.03619 -0.19940 -0.03810  C1 1.511, C3 1.381, C7 1.441
3 C 2.86353 1.13843 -0.33313  C2 1.381, C4 1.389, H19 1.049
4 C 1.60205 1.71777 -0.27386  C3 1.389, C5 1.343, H20 1.126
5 C 0.52061 0.96200 -0.02414  C4 1.343, C6 1.383, O15 1.340
6 C 0.68233 -0.41116 -0.04020  C5 1.383, C7 1.379, O8 1.407
7 C 1.89032 -1.06444 0.08876  C2 1.441, C6 1.379, H21 1.080
8 O -0.43030 -1.24915 0.16139  C6 1.407, C9 1.387
9 C -1.62916 -0.74785 -0.32411  O8 1.387, N10 1.460, N11 1.581, C12 1.531
10 N -1.86100 -0.80733 -1.76392  C9 1.460, H22 1.015, H23 1.021
11 N -2.65715 -1.58763 0.53408  C9 1.581, H24 1.059, H25 1.039, H26 1.017
12 C -1.81416 0.69506 0.15206  C9 1.531, N13 1.379, N14 1.532, O15 1.414
13 N -2.85739 1.38034 -0.43489  C12 1.379, H27 1.047, H28 1.018
14 N -2.06735 0.59714 1.66004  C12 1.532, H29 1.075, H30 1.033
15 O -0.69711 1.50439 -0.15912  C5 1.340, C12 1.414
16 H 5.21885 0.05302 0.52842  C1 1.123
17 H 4.38273 -1.66409 0.83631  C1 1.162
18 H 4.66087 -1.05237 -0.83104  C1 1.115
19 H 3.82114 1.55723 -0.41987  C3 1.049
20 H 1.28186 2.76122 -0.55060  C4 1.126
21 H 1.93888 -2.14276 0.04961  C7 1.080
22 H -1.05970 -1.16142 -2.27669  N10 1.015
23 H -2.16785 0.03989 -2.24478  N10 1.021
24 H -2.61271 -0.84829 1.29028  N11 1.059
25 H -2.10050 -2.46377 0.58842  N11 1.039
26 H -3.55710 -1.94482 0.22261  N11 1.017
27 H -3.78988 0.91029 -0.50549  N13 1.047
28 H -2.74020 2.38422 -0.31224  N13 1.018
29 H -1.40152 1.23742 2.21068  N14 1.075
30 H -2.90077 1.09867 2.00763  N14 1.033

Relative energy (zero: lowest compared OMol25 entry of this formula, charge and spin) in eV: 2.359
HOMO energy in Eh: -0.428
LUMO energy in eV: -2.811
Energy in eV: -19623.6917
Total charge: +1